No. 1
The following is a DFT calculation (the ωB97M-V functional and the def2-TZVPD basis) of C4H4CeLiO5 as an isolated structure at a distorted geometry.

CARTESIAN COORDINATES (ANGSTROEM)
1 O 0.170 -0.372 -0.977
2 C 1.440 -0.501 -1.194
3 C -0.097 -0.696 0.684
4 O 2.125 0.385 -1.709
5 O 1.874 -1.489 -0.392
6 C 0.843 -1.919 0.487
7 H 0.166 0.214 1.231
8 H -0.394 -1.003 1.696
9 H 0.267 -2.762 0.105
10 H 1.296 -2.184 1.443
11 O -2.642 1.250 0.983
12 C -1.677 1.328 0.335
13 O -1.093 2.356 -0.300
14 Li 1.287 2.136 -1.680
15 Ce -3.567 3.258 -0.712

As for the multiplicity: 3. The frontier orbital gap (spin up / spin down) is 4.47 / 4.52 eV. Its net charge is +1. The LUMO energy (spin up / spin down) is -4.70 / -4.68 eV. The HOMO energy (spin up / spin down) is -9.164 / -9.205 eV.

No. 2
The following is a DFT calculation (the ωB97M-V functional and the def2-TZVPD basis) of C17H37BCl5F6KLiMgNO15P2S2 as an isolated structure at a distorted geometry.

CARTESIAN COORDINATES (ANGSTROEM)
1 C 1.196 3.223 0.230
2 O 0.879 2.139 -0.675
3 B 0.422 1.015 -0.136
4 O 0.849 0.525 1.068
5 O -0.552 0.192 -0.845
6 S -2.088 0.427 -0.462
7 O -2.142 0.114 0.948
8 O -2.299 1.940 -0.704
9 S -2.601 2.878 0.679
10 H 1.365 4.114 -0.356
11 H 2.104 3.017 0.795
12 H 0.353 3.423 0.879
13 H 0.355 -0.268 1.284
14 H -3.576 2.133 1.218
15 C -3.771 -1.908 1.791
16 C -3.018 -2.604 0.654
17 C -3.669 -2.475 -0.734
18 C -5.176 -2.625 -0.769
19 N -5.779 -4.035 -0.783
20 C -4.912 -5.121 -0.201
21 C -5.180 -5.120 1.290
22 C -6.662 -4.711 1.419
23 C -7.040 -4.073 0.076
24 C -6.122 -4.342 -2.187
25 H -4.809 -2.244 1.888
26 H -3.283 -2.126 2.740
27 H -3.787 -0.831 1.668
28 H -2.858 -3.657 0.905
29 H -2.019 -2.177 0.588
30 H -3.147 -3.128 -1.470
31 H -3.483 -1.447 -1.076
32 H -5.551 -2.157 -1.682
33 H -5.627 -2.075 0.055
34 H -5.255 -6.061 -0.643
35 H -3.876 -4.968 -0.486
36 H -4.543 -4.410 1.807
37 H -4.982 -6.097 1.726
38 H -6.804 -4.016 2.242
39 H -7.301 -5.569 1.617
40 H -7.427 -3.062 0.172
41 H -7.773 -4.674 -0.460
42 H -5.207 -4.291 -2.789
43 H -6.838 -3.601 -2.536
44 H -6.567 -5.331 -2.245
45 C 6.824 4.627 -1.775
46 O 7.285 4.086 -0.491
47 C 6.412 3.637 0.438
48 O 5.232 3.577 0.375
49 O 7.186 3.243 1.467
50 C 6.439 2.719 2.586
51 H 7.727 4.908 -2.314
52 H 6.281 3.876 -2.339
53 H 6.222 5.511 -1.620
54 H 5.871 1.846 2.279
55 H 5.771 3.479 2.980
56 H 7.178 2.445 3.331
57 F 5.329 8.503 -4.065
58 P 6.854 7.922 -4.050
59 F 7.232 6.277 -4.219
60 F 8.464 8.111 -4.484
61 F 6.423 7.323 -2.529
62 F 7.217 9.288 -3.192
63 F 6.604 7.866 -5.675
64 O -5.968 -0.412 0.949
65 P -6.238 0.529 2.127
66 O -5.940 -0.267 3.393
67 O -7.672 1.026 2.094
68 O -5.353 1.774 2.087
69 Li 9.126 4.437 -0.249
70 C 12.472 8.412 -4.200
71 Cl 13.983 7.973 -5.024
72 Cl 11.098 7.740 -5.026
73 Cl 12.543 7.784 -2.535
74 Cl 12.343 10.168 -4.138
75 K -7.025 -6.744 -3.642
76 Mg -3.335 -2.093 -3.509
77 C -0.341 -5.194 5.214
78 O 0.670 -5.075 4.206
79 C 0.218 -5.047 2.962
80 O -0.941 -5.121 2.628
81 O 1.254 -4.920 2.139
82 C 0.919 -4.855 0.752
83 H 0.189 -5.202 6.160
84 H -1.019 -4.345 5.177
85 H -0.895 -6.122 5.091
86 H 0.289 -3.990 0.550
87 H 0.416 -5.767 0.436
88 H 1.862 -4.751 0.226
89 Cl -1.008 4.881 -1.073

The frontier orbital gap is 1.57 eV. Its net charge is 0. The LUMO energy is -3.78 eV. The HOMO energy is -5.352 eV.

No. 3
The following is a DFT calculation (the ωB97M-V functional and the def2-TZVPD basis) of C9H11BrCaClFLiMgN2O7S as an isolated structure at a distorted geometry.

CARTESIAN COORDINATES (ANGSTROEM)
1 C 1.026 -4.413 -1.708
2 C 0.715 -2.796 -1.560
3 C 1.884 -1.790 -2.206
4 N -0.407 -2.248 -0.980
5 N -1.313 -1.794 -1.941
6 S -2.198 -3.253 -2.453
7 O -1.457 -3.857 -3.690
8 O -3.702 -2.927 -2.801
9 F -2.266 -4.377 -1.115
10 H 1.743 -4.572 -2.647
11 H 0.068 -5.067 -1.909
12 H 1.521 -4.837 -0.718
13 H 2.919 -1.994 -1.648
14 H 1.969 -2.135 -3.346
15 H 1.534 -0.672 -2.121
16 H -1.988 -1.116 -1.518
17 C 1.966 2.222 1.432
18 C 1.650 1.445 0.381
19 C 0.147 1.322 0.150
20 O -0.364 0.719 -0.799
21 C -0.770 1.962 1.129
22 C -0.454 2.728 2.188
23 C 1.048 2.939 2.357
24 O 1.557 3.666 3.216
25 O -1.238 3.274 3.024
26 O 2.436 0.835 -0.407
27 H 3.012 2.379 1.670
28 H -1.816 1.763 0.924
29 Ca -3.302 -1.067 -0.871
30 O -0.717 5.099 5.255
31 H -1.057 4.577 5.998
32 H -0.933 4.565 4.476
33 Li 2.098 4.165 0.490
34 Cl -0.602 2.138 4.945
35 Mg -3.302 2.226 -0.588
36 Br 0.598 0.889 -2.611

The frontier orbital gap is 3.41 eV. Its net charge is +1. The LUMO energy is -5.91 eV. The energy above the lowest of the compared OMol25 structures with the same formula, charge and spin is 130.1 kcal per mole. The HOMO energy is -9.319 eV.

No. 4
The following is a DFT calculation (the ωB97M-V functional and the def2-TZVPD basis) of C10H8O in the gas phase at a distorted geometry.

CARTESIAN COORDINATES (ANGSTROEM)
1 C -3.123 -0.114 -0.054
2 C -2.478 1.045 -0.007
3 C -1.083 1.144 -0.027
4 C -0.241 -0.042 0.026
5 C 1.072 0.032 0.011
6 C 2.064 1.058 0.038
7 C 3.315 0.528 0.002
8 C 3.149 -0.836 -0.002
9 O 1.861 -1.197 -0.058
10 C -1.004 -1.253 0.009
11 C -2.367 -1.357 -0.009
12 H -4.224 -0.360 0.198
13 H -3.070 2.042 0.039
14 H -0.644 2.244 -0.138
15 H 1.749 2.239 -0.103
16 H 4.244 0.912 0.050
17 H 3.791 -1.476 -0.040
18 H -0.292 -2.348 0.031
19 H -2.721 -2.263 0.034

The frontier orbital gap is 7.68 eV. Its net charge is 0. The LUMO energy is 0.14 eV. The energy above the lowest of the compared OMol25 structures with the same formula, charge and spin is 100.4 kcal per mole. The SMILES is c1ccc(-c2ccco2)cc1. The HOMO energy is -7.541 eV.